Record 1
A gas-phase ion, C3H7N2O (charge +1), computed with wB97M-V/def2-TZVPD.

Summary:
- net charge = +1
- SMILES = NO/C=C\C=[NH2+]
- HOMO energy (eV) = -14.142
- frontier orbital gap (hartree) = 0.344

```
13
C3H7N2O (wB97M-V/def2-TZVPD)
C -0.271 0.979 -0.025
C 1.097 1.094 0.031
C -1.010 -0.199 0.105
N 1.745 -1.177 0.033
N -2.313 -0.228 0.075
O 2.045 0.212 0.049
H -0.822 1.903 -0.131
H 1.536 2.090 0.048
H -0.488 -1.133 0.281
H 1.543 -1.448 -0.931
H -2.827 -1.084 0.220
H -2.841 0.623 -0.082
H 2.607 -1.633 0.327
```

Charges computed using natural (NBO), reported in e: -0.47, 0.36, 0.22, -0.52, -0.65, -0.29, 0.25, 0.23, 0.25, 0.37, 0.43, 0.42, 0.39

---

Record 2
A molecular structure, C29H36AuN2S5 in a non-equilibrium geometry, computed with wB97M-V/def2-TZVPD.

Summary:
- net charge = -1
- HOMO energy (spin up / spin down) (eV) = -2.843 / -3.700
- frontier orbital gap (spin up / spin down) (hartree) = 0.111 / 0.179

```
73
C29H36AuN2S5 (wB97M-V/def2-TZVPD)
Au -0.381 -1.349 1.496
C 1.005 -1.735 -3.276
C 0.601 -1.928 -1.810
C -0.577 -2.899 -1.724
C 1.788 -2.393 -0.987
C 2.486 -3.529 -1.348
C 3.648 -3.879 -0.683
C 4.129 -3.063 0.317
C 3.436 -1.938 0.758
C 4.127 -1.177 1.881
C 5.079 -0.125 1.292
C 3.229 -0.614 2.982
C 2.220 -1.628 0.122
N 1.319 -0.647 0.532
C 1.644 0.634 0.655
C 0.723 1.666 0.754
N -0.549 1.492 0.464
C -1.409 2.452 0.054
C -2.802 2.191 0.199
C -3.738 3.093 -0.263
C -3.350 4.291 -0.842
C -2.005 4.539 -1.026
C -1.025 3.641 -0.637
C 0.402 3.969 -1.031
C 0.939 5.119 -0.171
C 0.526 4.300 -2.523
C -3.246 0.907 0.854
C -4.234 1.131 1.996
C -3.833 -0.057 -0.182
H 0.179 -1.303 -3.840
H 1.263 -2.690 -3.728
H 1.864 -1.071 -3.355
H 0.271 -0.962 -1.415
H -0.296 -3.886 -2.083
H -1.419 -2.532 -2.310
H -0.906 -2.993 -0.694
H 2.133 -4.154 -2.155
H 4.190 -4.772 -0.960
H 5.071 -3.312 0.790
H 4.771 -1.913 2.381
H 4.547 0.680 0.792
H 5.733 -0.593 0.558
H 5.695 0.314 2.076
H 2.604 0.208 2.650
H 3.846 -0.257 3.807
H 2.578 -1.402 3.354
H 2.688 0.919 0.575
H 1.119 2.632 1.075
H -4.793 2.875 -0.160
H -4.086 5.010 -1.173
H -1.715 5.464 -1.508
H 1.024 3.084 -0.875
H 0.373 6.027 -0.371
H 1.992 5.307 -0.382
H 0.833 4.887 0.888
H -0.042 5.187 -2.791
H 0.159 3.463 -3.113
H 1.572 4.472 -2.774
H -2.357 0.442 1.288
H -5.190 1.497 1.632
H -3.826 1.850 2.700
H -4.397 0.192 2.520
H -4.722 0.365 -0.648
H -4.105 -0.994 0.302
H -3.103 -0.267 -0.963
S -5.419 -6.100 0.035
C -4.193 -5.189 0.627
S -2.513 -5.594 0.428
C -1.838 -4.247 1.348
C -2.757 -3.357 1.839
S -2.374 -1.901 2.658
S -4.442 -3.726 1.537
S -0.162 -4.124 1.583
```

Charges computed using Mulliken, reported in e: 0.11, -1.83, 1.17, -1.06, 0.85, -0.14, -1.52, -1.05, 1.06, 0.49, -1.39, -1.49, -0.29, 0.76, 0.05, -1.86, 0.41, -0.92, 0.24, -0.13, -1.66, -0.36, 1.48, 0.46, -1.57, -1.65, 1.84, -1.74, -1.09, 0.48, 0.32, 0.41, -0.31, 0.33, 0.43, 0.00, 0.37, 0.36, 0.40, 0.50, 0.30, 0.36, 0.42, 0.22, 0.52, 0.34, 0.17, 0.50, 0.36, 0.35, 0.29, 0.31, 0.40, 0.36, 0.39, 0.31, 0.39, 0.45, -0.65, 0.33, 0.41, 0.42, 0.34, 0.15, 0.28, -0.32, 0.10, -0.11, -0.20, 0.21, -0.47, -0.09, -0.28

---

Record 3
C17H20N2O2S in the gas phase, computed with wB97M-V/def2-TZVPD.

Summary:
- SMILES = COc1ccc(N[C@@H]2CCCN(C(=O)c3cccs3)C2)cc1
- HOMO energy (eV) = -7.267
- frontier orbital gap (hartree) = 0.289

```
42
C17H20N2O2S (wB97M-V/def2-TZVPD)
C -5.896 -1.654 0.595
O -4.817 -2.033 -0.219
C -3.763 -1.166 -0.340
C -3.681 0.083 0.257
C -2.566 0.883 0.065
C -1.504 0.457 -0.725
C -1.595 -0.805 -1.319
C -2.702 -1.600 -1.134
H -2.766 -2.575 -1.591
H -0.778 -1.161 -1.931
N -0.399 1.252 -1.009
H 0.349 0.711 -1.422
C 0.083 2.248 -0.081
C 0.553 1.620 1.250
N 1.690 0.772 0.982
C 1.563 -0.570 1.101
O 0.614 -1.094 1.656
C 2.636 -1.406 0.505
C 3.351 -2.392 1.115
C 4.185 -3.105 0.226
C 4.072 -2.673 -1.055
S 2.953 -1.378 -1.202
H 4.570 -3.035 -1.933
H 4.833 -3.907 0.529
H 3.285 -2.590 2.170
C 2.835 1.484 0.470
H 3.679 0.803 0.358
C 2.497 2.161 -0.860
C 1.244 3.026 -0.712
H 0.935 3.402 -1.688
H 1.472 3.883 -0.075
H 3.338 2.780 -1.175
H 2.345 1.398 -1.625
H 3.109 2.250 1.207
H -0.236 0.998 1.676
H 0.830 2.402 1.964
H -0.736 2.945 0.128
H -2.540 1.849 0.545
H -4.477 0.455 0.884
H -5.582 -1.493 1.632
H -6.601 -2.483 0.559
H -6.386 -0.748 0.221
```

Charges computed using natural (NBO), reported in e: -0.25, -0.50, 0.26, -0.30, -0.21, 0.14, -0.22, -0.22, 0.22, 0.20, -0.61, 0.37, -0.05, -0.25, -0.44, 0.64, -0.60, -0.30, -0.21, -0.26, -0.40, 0.42, 0.24, 0.23, 0.23, -0.22, 0.23, -0.41, -0.40, 0.22, 0.20, 0.22, 0.20, 0.19, 0.26, 0.19, 0.20, 0.20, 0.22, 0.17, 0.20, 0.17

---

Record 4
A molecular structure, C28H42BBiN7O4, computed with wB97M-V/def2-TZVPD.

Summary:
- net charge = +1
- HOMO energy (eV) = -9.697
- frontier orbital gap (hartree) = 0.263

```
83
C28H42BBiN7O4 (wB97M-V/def2-TZVPD)
Bi 1.099 -0.481 1.607
N 1.526 -1.925 -0.704
C 2.882 -2.533 -0.729
C 3.928 -1.511 -0.295
N 3.876 -1.202 1.146
C 4.522 0.081 1.466
C 4.121 0.626 2.835
N 2.727 1.113 2.824
C 4.436 -2.291 1.982
C 3.512 -2.870 3.051
N 2.418 -3.727 2.604
H 1.527 -1.122 -1.331
H 0.831 -2.571 -1.061
H 2.888 -3.393 -0.060
H 3.150 -2.889 -1.726
H 4.923 -1.868 -0.589
H 3.737 -0.587 -0.845
H 5.615 -0.004 1.429
H 4.228 0.809 0.702
H 4.198 -0.157 3.587
H 4.822 1.414 3.108
H 2.358 1.279 3.755
H 2.641 1.985 2.307
H 4.763 -3.110 1.335
H 5.339 -1.916 2.481
H 4.131 -3.461 3.726
H 3.084 -2.058 3.646
H 2.751 -4.574 2.166
H 1.789 -3.256 1.969
C -4.290 -1.980 -4.580
O -3.840 -0.931 -3.730
C -4.508 -0.744 -2.570
C -5.560 -1.542 -2.135
C -6.161 -1.273 -0.910
C -5.702 -0.251 -0.099
C -4.675 0.576 -0.564
C -4.093 0.336 -1.791
N -6.406 -0.040 1.142
N -5.805 0.355 2.156
C -4.371 0.479 2.167
C -3.836 1.595 2.754
C -2.452 1.795 2.873
C -1.552 0.862 2.406
O -0.248 0.984 2.584
C -2.098 -0.292 1.756
N -1.203 -1.191 1.242
C -1.625 -2.357 0.801
C -2.976 -2.729 0.848
C -3.895 -1.824 1.306
C -3.488 -0.535 1.718
H -3.635 -1.971 -5.444
H -5.318 -1.812 -4.903
H -4.218 -2.950 -4.084
H -5.933 -2.358 -2.742
H -6.985 -1.885 -0.555
H -4.354 1.423 0.027
H -3.313 0.984 -2.178
H -4.524 2.352 3.121
H -2.066 2.686 3.357
H -0.873 -3.044 0.425
H -3.274 -3.721 0.533
H -4.935 -2.112 1.397
C 1.503 2.105 -3.421
C 1.895 2.243 -1.967
C 3.363 2.618 -1.851
O 1.751 0.938 -1.308
B 1.225 1.162 -0.061
O 0.854 2.447 0.156
C 0.950 3.162 -1.118
C 1.489 4.550 -0.857
C -0.465 3.241 -1.669
H 2.229 1.476 -3.939
H 1.502 3.087 -3.901
H 0.516 1.659 -3.533
H 3.968 1.830 -2.302
H 3.662 2.731 -0.805
H 3.573 3.554 -2.373
H 2.428 4.529 -0.305
H 0.762 5.115 -0.273
H 1.650 5.074 -1.804
H -0.879 2.244 -1.840
H -0.492 3.804 -2.603
H -1.096 3.746 -0.938
```

Charges computed using Mulliken, reported in e: 1.52, -0.18, -0.88, -0.47, 0.10, -0.48, -0.86, -0.48, -0.81, -0.64, -0.45, -0.03, 0.28, 0.38, 0.52, 0.45, 0.11, 0.46, 0.06, 0.35, 0.47, 0.29, 0.14, 0.52, 0.44, 0.47, 0.08, 0.31, 0.01, -0.94, -0.43, 0.99, -0.56, -0.41, -0.48, 0.15, -0.79, -0.39, -0.57, -0.15, -0.42, -0.80, 0.86, -0.75, 0.69, -0.13, -0.05, -1.24, -0.67, 0.10, 0.24, 0.37, 0.37, 0.44, 0.47, 0.56, 0.49, 0.43, 0.47, 0.43, 0.43, 0.69, -1.92, 1.38, -1.86, -0.70, 1.18, -0.79, 1.72, -1.86, -1.85, 0.44, 0.40, 0.35, 0.43, 0.25, 0.42, 0.36, 0.44, 0.35, 0.21, 0.40, 0.53

---

Record 5
A molecular structure, C13H16CuO5Se in a non-equilibrium geometry, computed with wB97M-V/def2-TZVPD.

Summary:
- multiplicity = 2
- <S²> = 0.7707
- HOMO energy (spin up / spin down) (eV) = -8.607 / -8.706
- frontier orbital gap (spin up / spin down) (hartree) = 0.313 / 0.234

```
36
C13H16CuO5Se (wB97M-V/def2-TZVPD)
Cu 4.906 5.404 4.040
O 4.264 8.848 6.260
C 4.867 7.896 5.519
O 4.250 7.206 4.657
C 6.265 7.583 6.036
O 6.391 6.155 6.128
C 7.568 5.408 5.514
C 7.356 5.030 4.062
O 8.106 5.390 3.164
O 6.258 4.290 3.918
H 3.247 8.985 6.064
H 6.969 8.104 5.341
H 6.359 8.075 7.029
H 8.458 6.038 5.520
H 7.653 4.584 6.200
C 4.230 15.762 6.322
C 5.056 14.597 6.102
C 6.074 14.232 6.978
C 6.927 13.165 6.730
C 7.904 12.670 7.763
C 6.763 12.381 5.586
Se 8.052 11.024 5.171
C 5.596 12.600 4.732
C 5.136 11.599 3.711
C 4.914 13.816 4.904
H 4.182 16.437 5.388
H 4.591 16.295 7.213
H 3.163 15.465 6.511
H 6.297 14.888 7.812
H 7.759 13.055 8.776
H 8.905 12.993 7.606
H 8.006 11.558 7.750
H 5.402 10.632 4.128
H 5.818 11.740 2.851
H 4.099 11.757 3.409
H 4.064 14.005 4.267
```

Charges computed using natural (NBO), reported in e: 0.85, -0.66, 0.82, -0.69, -0.18, -0.56, -0.16, 0.71, -0.61, -0.90, 0.52, 0.23, 0.22, 0.19, 0.22, -0.64, 0.05, -0.24, 0.01, -0.65, -0.26, 0.11, 0.05, -0.65, -0.25, 0.23, 0.22, 0.23, 0.21, 0.22, 0.23, 0.23, 0.23, 0.24, 0.22, 0.20

---

Record 6
A gas-phase ion, C2H3O3S2 (charge -1) in a non-equilibrium geometry, computed with wB97M-V/def2-TZVPD.

Summary:
- net charge = -1
- SMILES = C=CSS(=O)(=O)[O-]
- HOMO energy (eV) = -4.442
- frontier orbital gap (hartree) = 0.297

```
10
C2H3O3S2 (wB97M-V/def2-TZVPD)
C -2.103 0.333 -0.307
C -0.945 0.124 0.269
O 1.546 -1.067 -1.065
O 1.900 -1.025 1.335
O 3.072 0.583 -0.059
S 0.421 1.154 -0.104
S 1.955 -0.304 0.093
H -3.003 -0.242 -0.026
H -2.111 1.295 -1.007
H -0.733 -0.851 0.871
```

Charges computed using natural (NBO), reported in e: -0.48, -0.35, -1.01, -0.99, -1.01, -0.08, 2.31, 0.20, 0.19, 0.24

---

Record 7
A molecular structure, C34H47GaN2O2, computed with wB97M-V/def2-TZVPD.

Summary:
- net charge = +2
- HOMO energy (spin up / spin down) (eV) = -14.000 / -13.961
- frontier orbital gap (spin up / spin down) (hartree) = 0.214 / 0.212

```
86
C34H47GaN2O2 (wB97M-V/def2-TZVPD)
Ga 0.185 0.797 -1.979
C -2.872 -1.341 4.063
C -3.173 0.080 3.556
C -4.658 0.378 3.771
C -2.350 1.099 4.359
C -2.768 0.150 2.089
C -1.448 0.020 1.731
C -1.090 0.130 0.385
N 0.143 0.079 -0.154
C 1.352 -0.316 0.283
C 1.658 -0.945 1.496
C 2.958 -1.289 1.766
C 3.946 -1.029 0.768
C 3.728 -0.472 -0.474
C 2.396 -0.084 -0.729
O 2.024 0.495 -1.847
C 4.929 -0.290 -1.413
C 5.864 0.755 -0.785
C 4.577 0.168 -2.833
C 5.670 -1.631 -1.543
C 3.313 -1.966 3.085
C 2.677 -3.366 3.088
C 4.823 -2.106 3.283
C 2.741 -1.138 4.247
C -2.107 0.406 -0.647
O -1.682 0.591 -1.870
C -3.477 0.454 -0.292
C -3.736 0.329 1.053
C -4.656 0.670 -1.252
C -4.300 0.586 -2.740
C -5.721 -0.406 -0.984
C -5.248 2.058 -0.967
H -3.174 -1.427 5.107
H -1.807 -1.572 4.003
H -3.418 -2.092 3.490
H -4.871 0.356 4.839
H -5.302 -0.368 3.302
H -4.937 1.368 3.404
H -2.635 1.044 5.410
H -2.532 2.118 4.014
H -1.278 0.902 4.303
H -0.691 -0.116 2.485
H 0.874 -1.189 2.193
H 4.959 -1.317 1.005
H 5.346 1.699 -0.608
H 6.701 0.949 -1.456
H 6.275 0.411 0.166
H 4.164 1.175 -2.852
H 3.879 -0.514 -3.321
H 5.495 0.176 -3.420
H 6.031 -2.014 -0.589
H 6.543 -1.497 -2.182
H 5.033 -2.392 -1.998
H 3.064 -3.980 2.274
H 1.591 -3.315 2.992
H 2.905 -3.869 4.028
H 5.277 -2.768 2.543
H 5.012 -2.547 4.261
H 5.333 -1.141 3.256
H 1.650 -1.122 4.241
H 3.101 -0.108 4.219
H 3.051 -1.578 5.194
H -4.769 0.385 1.363
H -3.809 -0.353 -2.995
H -3.661 1.407 -3.060
H -5.227 0.642 -3.310
H -5.339 -1.403 -1.207
H -6.582 -0.224 -1.629
H -6.086 -0.400 0.042
H -4.494 2.842 -1.068
H -5.665 2.122 0.040
H -6.052 2.270 -1.673
N 0.180 2.720 -2.655
C -0.240 2.181 -3.957
C -1.393 2.613 -4.578
C -1.843 1.918 -5.692
C -1.165 0.796 -6.161
C -0.009 0.374 -5.532
C 0.473 1.066 -4.415
H -0.526 3.340 -2.265
H 1.070 3.214 -2.694
H -1.944 3.463 -4.195
H -2.741 2.250 -6.196
H -1.536 0.268 -7.028
H 0.548 -0.471 -5.915
H 1.472 0.840 -4.044
```

Charges computed using Mulliken, reported in e: 0.90, -1.39, 1.90, -2.19, -1.53, -1.39, -0.14, 0.39, -0.41, 0.40, -0.24, -1.64, 0.61, -0.58, 0.54, -0.88, 1.92, -1.57, -1.75, -1.69, 1.88, -1.47, -2.20, -1.46, 0.83, -0.72, -0.71, 0.37, 1.94, -2.03, -1.69, -1.54, 0.46, 0.21, 0.37, 0.45, 0.39, 0.46, 0.46, 0.37, 0.25, 0.82, 1.02, 0.54, 0.35, 0.45, 0.35, 0.26, 0.35, 0.54, 0.33, 0.48, 0.42, 0.38, 0.29, 0.43, 0.40, 0.46, 0.43, 0.22, 0.38, 0.48, 0.53, 0.43, 0.23, 0.56, 0.40, 0.48, 0.35, 0.30, 0.37, 0.46, -0.16, 0.53, -0.72, -0.45, -0.69, -0.68, -0.43, 0.37, 0.36, 0.44, 0.47, 0.45, 0.49, 0.65